Density functional theory data (wB97M-V/def2-TZVPD) for a cluster of 12 separate species, C45H123N15O15 in total in a non-equilibrium geometry.

Each line ends with the Löwdin charge.
Geometry (Å):
1 C 0.3491 -7.3682 3.2782  -0.12
2 O 1.3331 -8.3695 3.1369  -0.21
3 C 1.0966 -9.6152 3.8473  -0.16
4 C 2.4166 -10.4358 3.7663  -0.46
5 C 3.0899 -10.5211 2.4279  -0.07
6 N 2.4238 -11.6872 4.5003  0.04
7 H 0.0294 -7.2314 4.3112  0.08
8 H -0.5390 -7.5721 2.6800  0.08
9 H 0.8336 -6.4378 2.9823  0.09
10 H 0.8548 -9.3376 4.8732  0.12
11 H 0.2867 -10.2363 3.4648  0.12
12 H 2.9508 -9.6960 4.3624  0.13
13 H 4.1466 -10.7869 2.3977  0.07
14 H 3.1329 -9.5749 1.8885  0.07
15 H 2.6383 -11.3650 1.9062  0.08
16 H 3.3300 -12.1310 4.5434  0.07
17 H 1.7732 -12.3111 4.0447  0.07
18 C -3.1894 10.9947 -9.9903  -0.09
19 O -3.8619 9.8610 -9.4062  -0.18
20 C -3.9072 9.9251 -8.0428  -0.24
21 C -4.7458 8.7774 -7.3876  -0.42
22 C -5.4903 9.1833 -6.1180  -0.08
23 N -3.9407 7.6307 -6.9703  0.01
24 H -2.1510 11.1141 -9.6809  0.08
25 H -3.7385 11.9291 -9.8743  0.09
26 H -3.0927 10.8243 -11.0625  0.08
27 H -2.9310 10.0724 -7.5808  0.13
28 H -4.5664 10.7592 -7.8023  0.11
29 H -5.4243 8.3849 -8.1450  0.13
30 H -6.1569 8.3767 -5.8128  0.07
31 H -6.1222 10.0552 -6.2869  0.07
32 H -4.8104 9.4019 -5.2946  0.08
33 H -4.5647 6.8688 -6.7459  0.07
34 H -3.4705 7.2705 -7.7884  0.07
35 C -4.0229 3.0305 12.3150  -0.10
36 O -2.9136 3.8843 11.9638  -0.19
37 C -1.6982 3.1340 11.9734  -0.21
38 C -0.5230 3.9615 11.3999  -0.39
39 C -0.1708 5.2727 12.1463  -0.05
40 N -0.7881 4.1979 9.9491  0.02
41 H -4.1366 2.2575 11.5549  0.08
42 H -5.0062 3.4999 12.3442  0.08
43 H -3.9374 2.5551 13.2921  0.08
44 H -1.4673 2.8195 12.9911  0.12
45 H -1.9154 2.2349 11.3967  0.11
46 H 0.3794 3.3634 11.2726  0.13
47 H 0.2705 5.0079 13.1072  0.07
48 H -1.0422 5.8893 12.3666  0.08
49 H 0.7213 5.7383 11.7274  0.07
50 H -1.0892 3.3465 9.4969  0.06
51 H -1.6185 4.7727 9.9339  0.06
52 C 9.7758 -1.5082 -0.4178  -0.12
53 O 9.0943 -2.6205 0.1275  -0.17
54 C 7.6893 -2.5919 -0.0393  -0.19
55 C 7.0963 -4.0318 0.2006  -0.47
56 C 7.5623 -5.1071 -0.7550  -0.07
57 N 5.6823 -3.9566 0.2826  0.03
58 H 9.5308 -1.2821 -1.4556  0.08
59 H 10.8551 -1.6606 -0.4125  0.08
60 H 9.6365 -0.5727 0.1240  0.08
61 H 7.1921 -1.9529 0.6904  0.11
62 H 7.3708 -2.2117 -1.0099  0.12
63 H 7.5124 -4.2721 1.1790  0.13
64 H 7.0664 -6.0716 -0.6458  0.07
65 H 8.6342 -5.3050 -0.7490  0.08
66 H 7.2640 -4.9453 -1.7908  0.08
67 H 5.5180 -3.2966 1.0293  0.07
68 H 5.4036 -4.8115 0.7424  0.08
69 C -5.1529 -7.5238 8.0380  -0.09
70 O -5.4738 -8.8037 7.5161  -0.21
71 C -6.8161 -9.2120 7.6356  -0.19
72 C -7.0181 -10.6214 6.9433  -0.47
73 C -8.4213 -11.1496 6.9849  -0.09
74 N -6.1986 -11.6606 7.4398  0.05
75 H -5.4759 -6.8659 7.2312  0.08
76 H -4.1045 -7.3413 8.2741  0.09
77 H -5.8018 -7.2575 8.8724  0.08
78 H -7.1425 -9.1742 8.6749  0.12
79 H -7.4420 -8.4318 7.2025  0.12
80 H -6.8876 -10.4506 5.8747  0.14
81 H -8.7326 -11.4388 7.9887  0.08
82 H -8.4820 -12.1050 6.4637  0.08
83 H -9.1000 -10.5410 6.3874  0.08
84 H -5.4024 -11.0952 7.6976  0.06
85 H -6.5628 -11.9326 8.3417  0.08
86 C -5.1401 -1.2739 0.6006  -0.08
87 O -5.5162 0.0814 0.2697  -0.20
88 C -6.5862 0.5709 1.0339  -0.19
89 C -7.2378 1.9136 0.3665  -0.46
90 C -6.3683 3.0948 0.4907  -0.08
91 N -8.5592 2.1727 0.8142  0.03
92 H -4.4513 -1.5419 -0.2005  0.09
93 H -5.9413 -1.9773 0.8276  0.09
94 H -4.5088 -1.2233 1.4878  0.07
95 H -7.3758 -0.1756 1.1196  0.10
96 H -6.3115 0.6741 2.0837  0.12
97 H -7.2644 1.5576 -0.6634  0.13
98 H -5.4391 2.8279 -0.0127  0.08
99 H -6.1085 3.3819 1.5096  0.09
100 H -6.6908 3.9832 -0.0523  0.08
101 H -9.0875 2.8107 0.2363  0.08
102 H -9.0593 1.3053 0.6811  0.07
103 C -1.3491 -4.8055 -6.1210  -0.09
104 O -1.7874 -4.0667 -7.2664  -0.19
105 C -1.0852 -4.3559 -8.4366  -0.26
106 C 0.3938 -4.1497 -8.4322  -0.22
107 N 0.8132 -2.7341 -8.3564  -0.03
108 C 2.2920 -2.6273 -8.1297  -0.21
109 C 2.7211 -1.2053 -8.1034  -0.22
110 O 2.9898 -0.7662 -9.4525  -0.22
111 C 3.4048 0.5747 -9.6537  -0.10
112 H -1.3290 -5.8250 -6.5060  0.08
113 H -2.0148 -4.7836 -5.2582  0.09
114 H -0.3054 -4.7251 -5.8173  0.08
115 H -1.5111 -3.7838 -9.2608  0.12
116 H -1.3769 -5.3669 -8.7209  0.12
117 H 0.6961 -4.6256 -9.3650  0.12
118 H 0.8333 -4.7238 -7.6165  0.11
119 H 0.7394 -2.2880 -9.2595  0.10
120 H 2.9142 -3.2254 -8.7955  0.12
121 H 2.4966 -3.0722 -7.1559  0.12
122 H 3.6303 -1.0775 -7.5161  0.12
123 H 1.9528 -0.5386 -7.7119  0.12
124 H 2.6590 1.1373 -9.0921  0.08
125 H 3.3207 0.7768 -10.7215  0.09
126 H 4.3830 0.7871 -9.2223  0.08
127 C 8.0823 4.3520 -5.0103  -0.10
128 O 7.4966 3.9707 -3.7727  -0.18
129 C 6.1891 4.3824 -3.5268  -0.26
130 C 6.0733 4.5511 -2.0729  -0.22
131 N 4.8252 5.2396 -1.7669  -0.08
132 C 4.6088 5.4519 -0.3527  -0.19
133 C 3.4184 6.4965 -0.1608  -0.19
134 O 2.2901 6.0073 -0.8779  -0.22
135 C 1.0859 6.7243 -0.6101  -0.10
136 H 7.7468 5.3043 -5.4211  0.09
137 H 8.1951 3.5485 -5.7382  0.08
138 H 9.1559 4.4683 -4.8620  0.08
139 H 5.5773 3.5529 -3.8814  0.13
140 H 5.9399 5.2988 -4.0617  0.12
141 H 6.9028 5.1442 -1.6878  0.13
142 H 6.1237 3.5597 -1.6226  0.12
143 H 3.9551 4.8329 -2.0794  0.11
144 H 5.4886 5.7794 0.2011  0.11
145 H 4.4593 4.4412 0.0270  0.11
146 H 3.6342 7.5614 -0.2473  0.12
147 H 3.1070 6.4471 0.8826  0.10
148 H 1.2315 7.7874 -0.8017  0.08
149 H 0.7471 6.6792 0.4250  0.08
150 H 0.3418 6.3042 -1.2868  0.09
151 C -0.3202 1.9083 -2.0106  -0.07
152 O 0.9914 1.5909 -1.4604  -0.21
153 C 1.1741 0.3002 -0.9182  -0.25
154 C 0.3313 0.1257 0.2606  -0.25
155 N 0.6323 1.1319 1.2799  -0.04
156 C -0.4124 1.3411 2.2486  -0.23
157 C -0.4422 0.3738 3.3650  -0.24
158 O -1.4734 0.7423 4.2289  -0.20
159 C -2.1002 -0.2710 4.9750  -0.10
160 H -1.0105 2.2137 -1.2243  0.08
161 H -0.7834 1.0821 -2.5501  0.09
162 H -0.1105 2.6998 -2.7301  0.09
163 H 2.2314 0.1521 -0.6985  0.13
164 H 0.7816 -0.4328 -1.6230  0.12
165 H 0.4208 -0.9151 0.5719  0.13
166 H -0.6749 0.2440 -0.1414  0.10
167 H 0.7256 1.9900 0.7555  0.10
168 H -1.3731 1.4721 1.7505  0.12
169 H -0.1105 2.3436 2.5516  0.13
170 H 0.4347 0.2358 3.9975  0.13
171 H -0.5660 -0.6161 2.9258  0.12
172 H -1.2758 -0.8376 5.4080  0.08
173 H -2.5598 -0.9340 4.2421  0.08
174 H -2.8266 0.0721 5.7117  0.09
175 N 5.2945 0.0866 5.0405  0.15
176 C 5.6823 -1.1077 5.5294  -0.73
177 N 6.6725 -0.9603 6.4259  0.13
178 O 5.1048 -2.1699 5.4272  0.03
179 H 4.6751 0.0569 4.2432  0.11
180 H 5.6714 0.9249 5.4593  0.10
181 H 7.1584 -1.7845 6.7495  0.11
182 H 7.1321 -0.0937 6.6667  0.10
183 N 3.4974 8.9979 -4.0025  0.16
184 C 2.6028 9.2516 -4.9219  -0.82
185 N 1.6236 8.4270 -4.9242  0.17
186 O 2.6771 10.2823 -5.5672  0.03
187 H 3.5797 8.1668 -3.4346  0.10
188 H 4.3261 9.5402 -4.2006  0.12
189 H 0.9968 8.5567 -5.7055  0.12
190 H 1.5211 7.5962 -4.3590  0.12
191 N -4.8725 -0.6866 -5.7843  0.17
192 C -4.9415 0.1639 -6.7204  -0.85
193 N -4.4900 -0.2381 -7.7992  0.19
194 O -5.5433 1.2499 -6.5833  -0.01
195 H -5.1244 -0.3435 -4.8683  0.13
196 H -4.5479 -1.6376 -5.8856  0.12
197 H -4.5691 0.3205 -8.6369  0.14
198 H -4.0150 -1.1239 -7.6999  0.12

Calculated values
* total charge: 0
* LUMO level: 0.158 eV
* E_HOMO: -8.77 eV
* multiplicity: 1